Record 1
Formula: C21H37CrF5GeN5O2PS3Se2
Source: the Open Molecules 2025 dataset
Level of theory: the ωB97M-V functional and the def2-TZVPD basis

Output
HOMO (spin up / spin down)	-11.076 / -11.076	eV
electronic energy	-11205.61108	Ha
net charge	+2
LUMO level (spin up / spin down)	-0.227 / -0.199	Eh
HOMO-LUMO gap (spin up / spin down)	4.90 / 5.67	eV
spin multiplicity	5
energy relative to the best compared isomer or geometry (same formula, charge and spin)	73.39	kcal per mole
<S²>	6.03

Cartesian coordinates (Å):
Cr1 1.299 0.043 -0.316
F1 4.306 -3.045 4.876
C1 3.891 -2.105 4.041
C2 2.545 -1.908 3.646
F2 1.580 -2.741 4.237
C3 2.160 -0.770 2.944
F3 0.876 -0.431 3.001
C4 3.090 0.001 2.229
S1 2.431 1.318 1.222
C5 4.485 -0.250 2.602
F4 5.474 0.540 2.083
C6 4.870 -1.286 3.443
F5 6.146 -1.477 3.809
C7 -5.558 1.635 2.352
N1 -4.575 2.123 3.364
C8 -3.976 3.349 3.422
C9 -3.289 3.381 4.562
N2 -3.416 2.145 5.192
C10 -2.693 1.617 6.370
C11 -4.290 1.374 4.484
Se1 -5.074 -0.157 4.899
H1 -5.971 0.633 2.589
H2 -5.043 1.573 1.365
H3 -6.348 2.399 2.269
H4 -4.060 4.119 2.658
H5 -2.513 4.051 4.894
H6 -2.427 2.434 7.080
H7 -1.836 0.979 6.069
H8 -3.386 0.972 6.951
N3 -2.640 -2.033 -1.038
C12 -2.204 -1.876 0.414
P1 -0.539 -2.785 0.429
O1 -0.674 -3.805 -0.706
O2 0.651 -1.836 0.460
C13 -0.592 -3.704 2.081
N4 0.731 -4.362 2.246
H9 -2.303 -2.926 -1.398
H10 -2.379 -1.185 -1.603
H11 -3.646 -2.149 -0.985
H12 -2.947 -2.369 1.034
H13 -2.097 -0.841 0.705
H14 -1.325 -4.486 2.004
H15 -0.796 -3.105 3.007
H16 0.683 -5.231 2.761
H17 1.490 -3.768 2.671
H18 1.005 -4.560 1.264
S2 -2.460 0.599 -3.473
C14 -1.767 1.724 -2.467
N5 -1.905 3.019 -2.757
C15 -1.622 3.942 -1.667
C16 -1.298 3.151 -0.370
S3 -1.230 1.408 -0.790
H19 -2.281 3.128 -3.731
H20 -2.483 4.590 -1.499
H21 -0.766 4.637 -1.931
H22 -2.012 3.364 0.447
H23 -0.276 3.405 -0.071
C17 1.323 -0.348 -6.366
Ge1 2.865 0.451 -5.390
C18 3.253 2.200 -6.190
C19 4.595 -0.534 -5.421
C20 2.391 0.623 -3.477
Se2 0.979 -0.535 -2.823
C21 1.935 -2.253 -2.640
H24 1.701 -0.747 -7.319
H25 0.572 0.452 -6.500
H26 0.892 -1.197 -5.798
H27 4.259 2.125 -6.600
H28 3.211 3.032 -5.484
H29 2.545 2.326 -7.093
H30 5.421 -0.027 -4.865
H31 4.798 -0.707 -6.471
H32 4.581 -1.547 -5.027
H33 2.055 1.644 -3.345
H34 3.338 0.415 -2.940
H35 2.778 -2.353 -3.370
H36 1.179 -3.079 -2.646
H37 2.319 -2.406 -1.610

Record 2
Formula: C21H37FN2O4PSi
Source: the Open Molecules 2025 dataset
Level of theory: the ωB97M-V functional and the def2-TZVPD basis

Output
HOMO	-11.994	eV
electronic energy	-1963.36591	Ha
net charge	+1
LUMO level	-0.084	Eh
HOMO-LUMO gap	9.72	eV

Cartesian coordinates (Å):
C1 2.858 -2.632 0.844
P1 3.445 -0.899 0.881
O1 4.034 -0.704 -0.633
C2 1.871 0.160 0.958
C3 1.509 1.138 -0.205
O2 2.008 0.789 -1.512
C4 2.984 1.534 -1.912
N1 3.889 2.140 -2.276
C5 -0.039 1.113 -0.301
C6 -0.672 2.353 -0.898
C7 -0.348 2.554 -2.375
F1 -0.516 1.345 -3.044
C8 -0.384 0.752 1.134
C9 -1.805 0.694 1.596
C10 -2.804 0.021 0.902
C11 -4.103 -0.016 1.386
C12 -4.421 0.633 2.572
C13 -3.436 1.316 3.273
C14 -2.138 1.347 2.783
N2 0.522 -0.453 1.310
C15 0.406 -1.228 2.578
C16 -0.207 -2.606 2.360
O3 -1.276 -2.525 1.443
Si1 -1.770 -3.980 0.728
C17 -3.387 -3.588 -0.133
C18 -0.554 -4.485 -0.604
C19 -2.072 -5.345 1.970
H1 2.589 -2.914 1.861
H2 2.018 -2.810 0.170
H3 3.718 -3.232 0.555
H4 4.949 -0.407 -0.547
H5 2.072 0.819 1.803
H6 1.840 2.141 0.066
H7 -0.206 0.243 -0.951
H8 -0.406 3.250 -0.333
H9 -1.756 2.235 -0.826
H10 -1.058 3.260 -2.800
H11 0.668 2.916 -2.536
H12 0.067 1.557 1.724
H13 -2.548 -0.501 -0.011
H14 -4.844 -0.571 0.827
H15 -5.431 0.582 2.955
H16 -3.659 1.816 4.205
H17 -1.370 1.874 3.341
H18 0.348 -1.099 0.533
H19 1.394 -1.330 3.026
H20 -0.195 -0.663 3.288
H21 -0.575 -2.942 3.335
H22 0.539 -3.340 2.041
H23 -4.257 -3.820 0.479
H24 -3.423 -2.513 -0.326
H25 -3.452 -4.066 -1.109
H26 -1.076 -5.226 -1.214
H27 0.359 -4.942 -0.223
H28 -0.333 -3.646 -1.268
H29 -1.390 -5.285 2.821
H30 -1.942 -6.307 1.475
H31 -3.093 -5.277 2.342
C20 3.217 5.869 -5.025
C21 2.856 5.902 -3.553
O4 2.169 4.718 -3.149
H32 2.320 5.751 -5.634
H33 3.726 6.785 -5.325
H34 3.875 5.023 -5.241
H35 2.187 6.734 -3.341
H36 3.757 6.023 -2.943
H37 2.753 3.969 -3.317

Record 3
Formula: C21H38N3O2
Source: the Open Molecules 2025 dataset
Level of theory: the ωB97M-V functional and the def2-TZVPD basis

Output
HOMO	-11.871	eV
electronic energy	-1137.45413	Ha
net charge	+1
LUMO level	-0.095	Eh
HOMO-LUMO gap	9.28	eV
energy relative to the best compared isomer or geometry (same formula, charge and spin)	8.62	kcal per mole

Cartesian coordinates (Å):
N1 6.363 -3.938 0.318
C1 5.254 -3.009 0.002
C2 4.846 -2.121 1.208
C3 3.449 -1.589 1.052
C4 2.433 -1.995 1.844
N2 1.323 -1.294 1.377
C5 0.022 -1.503 2.058
C6 -1.125 -0.606 1.548
C7 -2.338 -1.426 1.147
C8 -2.765 -2.497 1.900
C9 -3.853 -3.255 1.574
C10 -4.583 -2.929 0.453
C11 -4.166 -1.869 -0.299
C12 -3.075 -1.112 0.032
C13 1.646 -0.537 0.367
N3 2.962 -0.683 0.148
H1 6.817 -3.615 1.170
H2 5.921 -4.806 0.608
H3 4.380 -3.624 -0.229
H4 5.543 -2.394 -0.856
H5 4.817 -2.787 2.076
H6 5.590 -1.352 1.440
H7 2.473 -2.711 2.644
H8 -0.205 -2.568 2.007
H9 0.200 -1.287 3.114
H10 -1.458 -0.013 2.408
H11 -0.835 0.107 0.777
H12 -2.193 -2.758 2.790
H13 -4.107 -4.099 2.203
H14 -5.450 -3.536 0.221
H15 -4.720 -1.576 -1.186
H16 -2.779 -0.258 -0.569
H17 0.971 0.090 -0.191
H18 3.508 -0.208 -0.555
C14 0.520 2.013 -5.045
C15 -0.127 0.741 -5.563
O1 0.594 -0.440 -5.246
C16 0.766 -0.718 -3.878
C17 -0.537 -0.908 -3.117
H19 1.555 2.082 -5.383
H20 -0.027 2.887 -5.400
H21 0.528 2.048 -3.953
H22 -0.167 0.780 -6.651
H23 -1.163 0.660 -5.217
H24 1.383 0.060 -3.404
H25 1.344 -1.643 -3.831
H26 -1.122 0.013 -3.082
H27 -0.335 -1.216 -2.087
H28 -1.156 -1.669 -3.594
C18 -1.352 5.883 1.492
C19 -2.011 4.618 0.973
O2 -1.326 3.426 1.332
C20 -1.203 3.171 2.720
C21 -2.535 3.022 3.435
H29 -0.306 5.925 1.184
H30 -1.868 6.763 1.107
H31 -1.376 5.935 2.581
H32 -2.018 4.641 -0.117
H33 -3.058 4.565 1.290
H34 -0.587 3.939 3.199
H35 -0.649 2.233 2.804
H36 -3.101 3.954 3.434
H37 -2.378 2.730 4.474
H38 -3.153 2.265 2.945